Computed, not measured: 4 unconnected molecules or ions with the total composition CH10NO4 at a distorted geometry, with wB97M-V/def2-TZVPD.

Results
LUMO (spin up / spin down): 0.0 / -4.5 eV
frontier orbital gap (spin up / spin down): 10.1364 / 5.6651 eV
2S+1: 2
E_HOMO (spin up / spin down): -10.18 / -10.15 eV

XYZ file:
```
16
CH10NO4 wB97M-V/def2-TZVPD
N 1.5352 1.1900 0.0560
C 1.9017 0.1335 -0.8878
O 1.7865 -1.2182 -0.4202
H 2.1687 1.0368 0.8461
H 0.6860 0.9249 0.5551
H 2.9644 0.3123 -1.0563
H 1.3071 0.2449 -1.7954
H -2.4668 0.4359 1.5051
H -1.1190 -0.1309 1.8547
O -1.7039 0.6174 2.0979
H -1.6504 -0.2897 -0.8825
H -2.1727 1.1565 -0.9062
O -2.0818 0.3650 -1.4449
H 0.8344 -1.3345 -0.2854
H -1.2475 -2.1432 0.3895
O -0.7419 -1.3008 0.3743
```

Computed, not measured: 2 unconnected molecules or ions with the total composition H3OPSi at a distorted geometry, with wB97M-V/def2-TZVPD.

Results
LUMO (spin up / spin down): -1.1 / -1.1 eV
frontier orbital gap (spin up / spin down): 6.3937 / 6.3956 eV
E_HOMO (spin up / spin down): -7.47 / -7.50 eV

XYZ file:
```
6
H3OPSi wB97M-V/def2-TZVPD
O -1.0568 -1.2269 2.0899
Si 0.5027 0.4508 -0.6980
P -1.8898 -0.6988 1.0070
H 1.0055 -0.8009 -0.1634
H 0.7284 0.4440 -2.2463
H 0.7099 1.8318 0.0109
```

Computed, not measured: 4 unconnected molecules or ions with the total composition C34H54F2INO8Si at a distorted geometry, with wB97M-V/def2-TZVPD.

Results
LUMO: -1.8 eV
frontier orbital gap: 7.1148 eV
SMILES: C[C@@H](I)Cc1cc2c(cc1C(F)(F)CC[Si](C)(C)c1ccccc1)C(=O)NC2=O.COCCOC.COCCOC.COCCOC
E_HOMO: -8.87 eV

XYZ file:
```
101
C34H54F2INO8Si wB97M-V/def2-TZVPD
C -0.4859 0.7299 3.4991
C -0.4653 1.9958 2.4306
I 1.2928 1.9106 1.0593
C -1.8946 2.1301 1.5716
C -2.1227 3.7365 1.3376
C -1.5665 4.3519 -0.1091
C -1.8205 5.9444 -0.4025
C -2.5686 6.9247 0.6888
C -3.0903 6.2665 2.0997
C -2.8866 4.6505 2.4626
C -3.5096 4.1398 3.8891
F -3.2803 5.2592 4.8698
F -2.8551 2.9478 4.4752
C -5.0901 3.7930 3.6345
C -6.1525 4.9194 4.1660
Si -7.6469 5.2452 2.9742
C -8.9840 6.1784 4.0701
C -7.1189 6.5270 1.6061
C -8.4770 3.6551 2.2769
C -9.4916 2.6449 3.0758
C -10.1763 1.3222 2.3176
C -9.8899 0.9550 0.7143
C -8.8394 1.9708 -0.0774
C -8.1672 3.2735 0.6826
C -2.6721 8.4400 0.0704
O -3.0904 9.5590 0.6782
N -2.2231 8.2290 -1.3882
C -1.4804 6.9088 -1.6838
O -0.7640 6.7138 -2.7947
H -1.2443 -0.0995 3.1726
H 0.5732 0.2173 3.6340
H -0.7340 1.2087 4.5617
H -0.2618 2.9645 3.0979
H -2.7028 1.6065 2.2376
H -1.6870 1.6110 0.5434
H -1.0344 3.7092 -0.9333
H -3.6264 6.9547 2.8810
H -5.3203 2.7755 4.2107
H -5.2247 3.5351 2.4766
H -6.6320 4.4869 5.1683
H -5.6950 5.9670 4.4138
H -8.4527 7.1176 4.5232
H -9.1865 5.4382 4.9786
H -9.9730 6.4005 3.4856
H -6.3679 6.0192 0.8441
H -8.0577 6.9426 1.0012
H -6.5458 7.4401 2.0841
H -9.7304 2.9074 4.2148
H -10.9288 0.6096 2.8693
H -10.3669 0.0361 0.1575
H -8.5801 1.7963 -1.2082
H -7.4607 3.9758 0.0673
H -3.0600 8.0917 -2.0249
C 4.3623 -1.5909 3.9650
O 4.0941 -0.6781 2.9061
C 5.1865 0.2162 2.6727
C 5.9964 -0.2068 1.4436
O 6.6834 -1.4403 1.6747
C 6.0338 -2.5430 1.0516
H 3.5904 -2.3655 3.9532
H 5.3372 -2.0715 3.8503
H 4.3174 -1.0673 4.9233
H 5.8272 0.2927 3.5603
H 4.7540 1.2051 2.4851
H 6.7622 0.5518 1.2501
H 5.3573 -0.2741 0.5553
H 6.1890 -2.4990 -0.0318
H 4.9637 -2.5620 1.2724
H 6.4841 -3.4653 1.4314
C 7.6180 -2.4196 -2.9535
O 6.4411 -3.1947 -2.7523
C 5.4169 -2.8798 -3.7006
C 5.3348 -3.9417 -4.8011
O 6.5025 -3.9233 -5.6275
C 7.4004 -4.9825 -5.3140
H 8.4184 -2.8474 -2.3432
H 7.9369 -2.4285 -3.9988
H 7.4421 -1.3911 -2.6282
H 5.5711 -1.8805 -4.1270
H 4.4684 -2.8677 -3.1526
H 4.4833 -3.7097 -5.4495
H 5.1716 -4.9385 -4.3747
H 6.9909 -5.9325 -5.6742
H 7.5953 -5.0459 -4.2406
H 8.3472 -4.7930 -5.8292
C 5.2208 -8.1937 -3.3198
O 4.4667 -7.7676 -4.4495
C 4.8652 -8.4367 -5.6499
C 3.8738 -9.5427 -6.0234
O 3.9105 -10.6137 -5.0756
C 2.8108 -10.5713 -4.1727
H 4.7359 -7.8075 -2.4188
H 5.2660 -9.2834 -3.2488
H 6.2322 -7.7834 -3.3757
H 5.8838 -8.8344 -5.5576
H 4.8697 -7.6852 -6.4469
H 4.1669 -9.9645 -6.9906
H 2.8579 -9.1429 -6.1244
H 1.8954 -10.8765 -4.6911
H 2.6779 -9.5765 -3.7405
H 3.0054 -11.2801 -3.3619
```

Computed, not measured: a molecular structure, H43O21 at a distorted geometry, with wB97M-V/def2-TZVPD.

Results
LUMO (spin up / spin down): -6.7 / -13.3 eV
frontier orbital gap (spin up / spin down): 9.4176 / 2.7633 eV
net charge: +2
2S+1: 2
E_HOMO (spin up / spin down): -16.07 / -16.07 eV

XYZ file:
```
64
H43O21 wB97M-V/def2-TZVPD
O -0.0577 3.2941 -0.5831
H 4.5025 3.1828 -1.1020
H 1.3718 -4.4897 1.0639
O 0.5535 2.0429 4.0307
H 0.2042 2.1801 4.9174
H -2.6551 -1.7950 -4.6063
O -1.6634 1.4241 -0.8069
H -2.5697 1.7454 -0.5122
H 0.6248 0.9183 -3.9626
O 0.1132 -2.5459 -3.4328
H 0.2897 -0.2007 -4.9652
H -1.1813 -1.3570 3.4632
O -3.3018 -0.2087 -0.8307
H 0.5121 1.2227 2.6178
H -2.5582 -0.6304 -0.3899
O 0.7592 0.6204 -4.8831
H 2.0833 1.1312 0.1925
H 2.5905 -1.1618 3.5420
O -3.8347 -0.5169 3.1276
H -3.1033 -0.8354 -1.5732
H 1.8850 -1.6737 -0.4129
O -2.9472 -1.4598 -3.7138
H 0.8545 3.4266 -0.8215
H 2.4205 -2.9132 -0.9682
O 3.7448 2.4451 1.7734
H 2.3010 -0.6438 -2.3730
H 3.9048 1.8645 -1.7815
O 0.3163 0.9600 1.6954
H -0.7070 -2.2736 -3.0290
H -0.0029 -1.3796 0.1809
O 1.7352 1.1414 -0.7042
H 2.3001 1.7404 -1.2406
H -3.1784 -0.8603 2.5184
O -2.5541 1.6014 -3.0650
H -2.4407 0.9761 -3.8340
H -3.2710 -0.3202 3.9133
O 2.7936 -1.2922 -2.9068
H 3.1683 1.7067 1.9430
H 2.0725 -1.4449 -3.5204
O 2.7675 -0.2098 3.7449
H 3.7236 -0.0184 3.7379
H -3.3799 -2.2369 -3.3384
O 0.5791 -4.7135 0.5493
H 0.3507 0.0700 -0.5299
H 1.5257 2.0989 4.1820
O -1.4463 -3.8909 1.9641
H -0.1911 3.9840 0.0997
O -3.1958 2.5817 1.7442
H -2.6915 2.0023 2.3388
H -3.9398 1.8776 1.7318
O -0.1421 -0.8231 -0.5894
H 3.4607 3.0225 1.0728
H -0.8777 2.2875 -0.6962
O -0.3166 -1.3910 3.8599
H -0.1998 1.7560 1.4840
H -3.3782 2.0895 -3.1772
O 1.8388 -2.6809 -0.2369
H -0.3196 -1.2161 4.8028
H 0.4469 -3.0772 -2.6633
O 3.7764 2.5416 -1.1216
H -2.0672 1.2388 -1.7992
H 0.4071 -3.8112 0.1705
H -0.5418 -4.1203 1.5261
H -1.2638 -2.9826 2.1824
```

Computed, not measured: a molecular structure, C59H44F15GeN2O9PS4Ti at a distorted geometry, with wB97M-V/def2-TZVPD.

Results
LUMO: -1.5 eV
frontier orbital gap: 7.3180 eV
E_HOMO: -8.81 eV

XYZ file:
```
136
C59H44F15GeN2O9PS4Ti wB97M-V/def2-TZVPD
Ti 1.6390 0.1113 0.4005
O 4.2326 -2.1209 -1.5287
S 3.9513 -1.4442 -0.2885
O 4.6177 -1.9886 0.8446
O 2.4265 -1.3680 -0.1566
C 4.3815 0.2813 -0.7055
C 5.6762 0.2761 -1.4746
C 5.5729 1.0615 -2.5361
C 4.2222 1.7361 -2.5519
C 4.3565 2.6748 -0.2125
C 4.3526 1.4280 0.2567
S 3.4834 1.2347 1.7957
O 3.9971 2.0386 2.8542
O 3.3362 -0.1854 2.0077
O 2.1126 1.6699 1.3202
H 6.5203 -0.3083 -1.1636
H 6.3339 1.2735 -3.2652
H 3.8563 1.9747 -3.5520
H 4.2463 3.4990 0.4804
O -5.6131 1.0597 -4.8181
C -4.9150 2.2070 -4.8087
O -5.4331 3.2382 -5.1413
C -3.4777 2.1127 -4.4030
C -2.6153 3.1412 -4.7843
C -1.2609 3.0580 -4.5239
C -0.7508 1.9334 -3.8829
S 1.0119 1.7282 -3.7214
C -1.6080 0.9285 -3.4515
C -2.9639 1.0275 -3.6949
H -5.0856 0.2910 -4.5608
H -3.0289 3.9893 -5.3076
H -0.5949 3.8484 -4.8344
H -1.2109 0.0726 -2.9254
H -3.6115 0.2519 -3.3089
N 6.4219 4.4017 -2.2870
C 5.5003 3.7761 -2.0369
C 4.3161 3.0191 -1.6874
C 3.0942 3.8961 -1.8661
C 1.8466 3.4419 -1.8852
C 1.3511 2.0329 -1.8301
N 2.0966 1.0121 -1.2282
C 3.3711 0.6731 -1.8125
H 3.2889 4.9556 -1.9534
H 1.0454 4.1529 -2.0464
H 0.3500 2.0187 -1.3938
H 3.2771 -0.1908 -2.4942
F 1.9575 -5.2231 -0.7710
C 2.3718 -4.4601 -1.7947
C 1.6481 -3.3392 -2.1366
C 2.0999 -2.5769 -3.1933
F 1.3686 -1.4809 -3.4776
C 3.2311 -2.9012 -3.9203
F 3.6534 -2.1337 -4.9248
C 3.9493 -4.0374 -3.5573
F 5.0525 -4.3697 -4.2208
C 3.5160 -4.8210 -2.4941
F 4.2043 -5.9072 -2.1426
Ge 0.0151 -2.6463 -1.2446
S -0.3479 -0.5786 -0.6583
C -0.4405 -4.0425 0.1594
C 0.3794 -4.0945 1.2700
F 1.4044 -3.2288 1.3182
C 0.1795 -4.9880 2.3106
F 0.9813 -4.9936 3.3785
C -0.8904 -5.8737 2.2473
F -1.1254 -6.7129 3.2526
C -1.7124 -5.8689 1.1272
F -2.7319 -6.7230 1.0488
C -1.4669 -4.9661 0.0978
F -2.2624 -5.0000 -0.9765
C -1.4674 -2.9173 -2.5996
C -2.7426 -2.5044 -2.2510
F -2.9429 -2.0548 -1.0047
C -3.8204 -2.5899 -3.1187
F -5.0299 -2.1467 -2.7556
C -3.6348 -3.1318 -4.3879
F -4.6628 -3.2262 -5.2288
C -2.3725 -3.5802 -4.7599
F -2.1821 -4.1208 -5.9629
C -1.3156 -3.4592 -3.8614
F -0.1150 -3.9218 -4.2320
C 1.7079 -1.7592 3.9285
C 0.5618 -1.4253 3.0311
O 0.6786 -0.6977 2.0308
C -0.7401 -2.0534 3.3204
C -1.7437 -1.9398 2.3547
C -2.9425 -2.6069 2.4905
C -3.1621 -3.4060 3.6012
C -2.1893 -3.5004 4.5860
C -0.9898 -2.8273 4.4590
H 2.6162 -1.2824 3.5669
H 1.8634 -2.8373 3.9537
H 1.4915 -1.4310 4.9433
H -1.5559 -1.3305 1.4837
H -3.6885 -2.5098 1.7189
H -4.0871 -3.9511 3.7027
H -2.3647 -4.1131 5.4561
H -0.2635 -2.8997 5.2508
C 0.0425 4.8542 1.1738
C -0.2351 3.9609 2.3822
C 1.0702 3.8576 3.1808
C -1.2573 4.6098 3.3197
P -0.7388 2.2054 1.7127
C -1.1613 1.4839 3.3577
C -0.0706 1.1036 4.1448
C -0.2552 0.5969 5.4192
C -1.5326 0.4010 5.9158
C -2.6213 0.7389 5.1334
C -2.4378 1.2962 3.8797
C -2.4292 2.3985 0.7819
C -3.1124 1.0276 0.7061
C -2.0516 2.7399 -0.6650
C -3.4249 3.4475 1.2736
H 0.4901 5.7930 1.4986
H -0.8675 5.1003 0.6333
H 0.7426 4.3588 0.5000
H 1.4739 4.8589 3.3306
H 1.8271 3.2716 2.6705
H 0.8954 3.4328 4.1646
H -0.7698 5.4261 3.8511
H -1.6162 3.8999 4.0622
H -2.1037 5.0290 2.7907
H 0.9330 1.2193 3.7533
H 0.6004 0.3579 6.0342
H -1.6801 -0.0058 6.9043
H -3.6258 0.5869 5.4992
H -3.3087 1.5949 3.3226
H -2.4033 0.2820 0.3564
H -3.9227 1.0757 -0.0216
H -3.5326 0.6968 1.6488
H -1.5897 1.8680 -1.1221
H -1.3727 3.5846 -0.7320
H -2.9433 2.9856 -1.2409
H -3.6223 3.3789 2.3375
H -4.3687 3.3026 0.7479
H -3.0772 4.4506 1.0438
```

Computed, not measured: 7 unconnected molecules or ions with the total composition H14O7 at a distorted geometry, with wB97M-V/def2-TZVPD.

Results
LUMO: 0.3 eV
frontier orbital gap: 10.8927 eV
SMILES: O.O.O.O.O.O.O
E_HOMO: -10.56 eV

XYZ file:
```
21
H14O7 wB97M-V/def2-TZVPD
O -1.1074 0.8281 1.8827
H -0.5527 0.0519 1.9954
H -1.9419 0.7898 2.3142
O 1.4520 -1.4119 -1.3067
H 0.5468 -1.1644 -1.3308
H 1.3552 -2.3887 -1.2371
O -0.8500 0.0856 -0.7362
H -0.8748 0.0959 0.2189
H -0.5068 0.9355 -0.9836
O -1.6889 -2.6141 0.2401
H -1.4635 -3.4211 -0.2082
H -1.7911 -1.9200 -0.4240
O 0.1126 -1.8233 1.9958
H -0.3219 -2.3070 1.3313
H 0.4001 -2.4028 2.7050
O 0.1104 2.6163 -0.6510
H 0.3469 2.3606 0.2341
H -0.1411 3.4973 -0.5285
O 2.5417 3.0126 -1.7116
H 2.8004 2.3027 -2.3033
H 1.5742 2.8771 -1.4965
```

Computed, not measured: 14 unconnected molecules or ions with the total composition C36H92N8O14S6 at a distorted geometry, with wB97M-V/def2-TZVPD.

Results
LUMO: -0.6 eV
frontier orbital gap: 7.6131 eV
E_HOMO: -8.17 eV

XYZ file:
```
156
C36H92N8O14S6 wB97M-V/def2-TZVPD
C 3.0795 1.1164 3.2605
C 2.3108 2.2549 3.8850
O 2.9889 3.0808 4.4805
N 0.9679 2.2894 3.8563
C 0.0890 1.1885 3.5041
H 3.3823 1.4485 2.2674
H 2.4534 0.2252 3.2184
H 3.9794 0.7718 3.7698
H 0.5228 3.0322 4.3761
H 0.2955 0.9158 2.4691
H -0.9320 1.3734 3.8379
H 0.3721 0.2878 4.0489
C 0.7615 -0.4783 -4.5701
C 1.2450 0.9289 -5.0210
O 2.3329 1.0669 -5.5556
N 0.3508 1.9149 -4.8417
C 0.5274 3.3007 -5.1634
H -0.2554 -0.5452 -4.9568
H 0.9834 -0.6765 -3.5215
H 1.3514 -1.2569 -5.0538
H -0.6117 1.6567 -4.6773
H 0.6108 3.8236 -4.2107
H -0.3736 3.5536 -5.7221
H 1.3630 3.6585 -5.7650
C 6.7663 -0.4257 -2.7295
C 5.3631 0.0532 -3.0046
O 4.4360 -0.4215 -2.3962
N 5.1447 1.0232 -3.9739
C 6.1504 1.6981 -4.8067
H 7.3371 0.3416 -2.2065
H 7.3246 -0.6660 -3.6343
H 6.7798 -1.3172 -2.1025
H 4.1700 1.2792 -4.0415
H 5.8047 2.6418 -5.2287
H 6.4321 1.0759 -5.6562
H 6.9828 1.9316 -4.1428
C -2.9653 1.5027 -2.9749
C -3.1152 0.0140 -2.8231
O -3.7346 -0.4935 -1.9057
N -2.6109 -0.7096 -3.8544
C -2.5473 -2.1318 -3.9394
H -3.4398 1.8508 -3.8924
H -1.9152 1.7560 -3.1203
H -3.2357 2.1039 -2.1068
H -2.4060 -0.2123 -4.7092
H -3.4194 -2.5549 -4.4380
H -2.5248 -2.6444 -2.9777
H -1.6173 -2.5380 -4.3371
C 1.2589 -3.8957 2.9557
C 0.7122 -4.0358 1.4925
O 1.4281 -3.7729 0.4865
N -0.5454 -4.4407 1.3255
C -1.3484 -4.3188 0.0333
H 0.6761 -3.3061 3.6633
H 2.2014 -3.3499 2.9988
H 1.4371 -4.8693 3.4122
H -1.0442 -4.8628 2.0957
H -2.1485 -5.0590 0.0260
H -0.6800 -4.5054 -0.8073
H -1.7590 -3.3141 -0.0669
C 3.5619 -6.0881 0.4924
C 4.1990 -5.3924 -0.7568
O 5.2084 -5.8514 -1.3037
N 3.5624 -4.2968 -1.0741
C 3.7435 -3.5130 -2.2687
H 4.2591 -6.7435 1.0145
H 2.6735 -6.6010 0.1238
H 3.3259 -5.3569 1.2656
H 2.7483 -4.0483 -0.5304
H 3.5359 -4.1659 -3.1165
H 4.7504 -3.0991 -2.3231
H 3.0130 -2.7040 -2.2752
C 2.1629 4.7232 1.3474
C 2.9521 4.4165 0.0389
O 3.8870 5.1425 -0.2435
N 2.6611 3.3926 -0.7849
C 3.5127 2.9903 -1.8953
H 1.4154 3.9512 1.5301
H 1.5073 5.5914 1.2796
H 2.9154 4.8279 2.1290
H 1.9187 2.7903 -0.4590
H 4.2859 2.3327 -1.4980
H 3.9906 3.8598 -2.3465
H 2.9112 2.5080 -2.6658
C -3.6164 1.2968 0.8294
C -4.9877 1.8713 0.6128
O -5.2460 2.9598 1.0988
N -5.8694 1.0282 0.0180
C -7.2751 1.3999 -0.1976
H -2.8328 1.8616 0.3245
H -3.5755 0.2755 0.4508
H -3.3516 1.3788 1.8836
H -5.4750 0.2752 -0.5276
H -7.6059 2.3059 0.3100
H -7.9498 0.5936 0.0900
H -7.3486 1.4832 -1.2820
C -6.2916 -2.9286 -1.0608
S -7.8178 -2.9374 -0.0824
O -8.5071 -4.1534 -0.7114
C -7.1734 -3.5506 1.5702
H -5.6536 -2.2335 -0.5150
H -6.4886 -2.5293 -2.0557
H -5.7513 -3.8682 -1.1761
H -8.0144 -3.8865 2.1769
H -6.6253 -2.7202 2.0153
H -6.4252 -4.3362 1.4651
C -3.4928 2.9586 5.8884
S -2.1318 4.1138 5.4362
O -0.8222 3.4712 5.7755
C -2.2958 4.2716 3.5702
H -4.3884 3.0185 5.2700
H -3.9587 3.0732 6.8671
H -3.1190 1.9364 5.8293
H -1.3552 4.6950 3.2178
H -3.1591 4.8753 3.2903
H -2.4268 3.2406 3.2418
C -2.8294 5.3174 -0.0618
S -1.0110 5.2397 -0.1463
O -0.5157 6.6669 -0.2127
C -0.8201 4.6381 -1.9029
H -3.1800 5.5747 0.9377
H -3.3609 4.3895 -0.2728
H -3.3007 6.1070 -0.6471
H 0.2455 4.7093 -2.1207
H -1.3346 5.3427 -2.5565
H -1.0264 3.5759 -2.0340
C -4.0006 -2.4792 2.8138
S -2.3817 -1.9418 3.5931
O -2.4939 -0.4145 3.6645
C -2.6156 -2.6580 5.2957
H -4.1497 -1.8505 1.9359
H -4.8255 -2.3110 3.5062
H -4.0191 -3.4823 2.3878
H -2.4981 -3.7406 5.2481
H -3.4824 -2.2971 5.8493
H -1.6636 -2.4098 5.7649
C -0.6879 -0.5858 -0.2297
S 0.6072 0.6469 -0.7544
O 0.4721 1.6756 0.2883
C 2.0171 -0.4174 -0.2737
H -1.0331 -1.0205 -1.1678
H -1.5352 -0.1117 0.2656
H -0.2937 -1.4243 0.3444
H 1.9026 -1.4227 -0.6791
H 2.1566 -0.5573 0.7983
H 2.9114 0.0832 -0.6448
C 5.9243 -3.3848 1.9067
S 4.8288 -1.9466 2.0966
O 5.2289 -1.3673 3.4361
C 5.7419 -0.9796 0.7629
H 5.7288 -4.1596 2.6479
H 6.9800 -3.1149 1.9353
H 5.6257 -3.8254 0.9555
H 5.4861 0.0797 0.7879
H 5.5638 -1.3919 -0.2302
H 6.8248 -1.0174 0.8813
```

| no. | total energy (eV) |
| --- | --- |
| 1 | -10876.07476 |
| 2 | -19259.36657 |
| 3 | -75393.24144 |
| 4 | -43674.33374 |
| 5 | -256326.52895 |
| 6 | -14559.94312 |
| 7 | -144417.37911 |